Entry P
# C2H6NO2

2 unconnected molecules or ions with the total composition C2H6NO2 (ωB97M-V/def2-TZVPD, the OMol25 dataset).

Structure (XYZ):
```
11
Properties=species:S:1:pos:R:3:mulliken_charge:R:1
O -0.5765 -0.2584 -0.5544 -0.550
O -1.9246 1.3122 -1.1998 -0.429
N 1.4117 0.0965 1.0744 -0.110
C 1.0039 -1.0408 1.4412 -0.042
C -1.0984 0.2899 -1.4860 0.250
H -2.6042 1.4947 -1.8620 0.365
H 0.7310 0.7791 0.7482 0.306
H 1.7037 -1.7867 1.7948 0.297
H 2.4047 0.3011 1.1049 0.292
H -0.0315 -1.3247 1.5048 0.291
H -1.0197 0.1370 -2.5662 0.329
```

## Properties
total charge = +1



Entry Q
# C2H6NO2

A gas-phase ion, C2H6NO2 (charge +1) (ωB97M-V/def2-TZVPD, the OMol25 dataset).

Structure (XYZ):
```
11
Properties=species:S:1:pos:R:3:mulliken_charge:R:1
O -0.4925 0.0217 -0.6796 -0.142
O 0.3891 -1.0710 1.0733 -0.335
N 0.5857 -0.2612 0.2000 0.754
C -1.6593 -0.7452 -0.4992 -0.470
C 1.8327 0.3310 -0.1272 -0.646
H 1.6092 1.4496 -0.2849 0.313
H -2.0362 -0.6284 -1.5758 0.252
H 2.5391 0.1376 0.5802 0.340
H -1.4204 -1.7583 -0.0862 0.295
H 2.1332 -0.1549 -1.1769 0.331
H -2.2764 -0.1692 0.2361 0.307
```

## Properties
total charge = +1



What are the relative energies? In eV: entry P 0.000; entry Q 4.444.



Entry P
# C11H12IN2O

2 unconnected molecules or ions with the total composition C11H12IN2O (ωB97M-V/def2-TZVPD, the OMol25 dataset).

Structure (XYZ):
```
27
Properties=species:S:1:pos:R:3:mulliken_charge:R:1
I -2.2142 1.5977 4.1962 0.066
O -0.1513 3.4106 -0.5679 -0.291
N -0.2974 -0.8328 0.6189 0.168
N 0.0351 0.3881 1.1660 -0.035
C 0.1340 0.2262 2.5420 -0.709
C -0.3468 -1.0277 -0.6976 0.424
C -0.4338 -1.7563 1.6147 0.086
C -0.1590 2.7982 0.5671 -0.730
C 0.0052 2.5566 -1.5261 -1.018
C 0.1306 1.4983 0.3293 0.998
C 0.1833 1.3109 -1.0164 -0.070
C -0.9185 -2.2828 -1.1895 -1.729
C -0.1238 -1.1371 2.8359 -1.061
C 1.7714 -0.4077 -2.0049 -1.293
C 0.2928 -0.0443 -1.6650 0.415
H -0.3851 3.3319 1.4886 0.393
H 1.8821 -1.3804 -2.4479 0.414
H -0.7331 -2.7949 1.5008 0.371
H -1.6796 -2.7240 -0.4924 0.431
H 2.0250 0.3905 -2.7005 0.412
H -0.1736 -2.9839 -1.3457 0.387
H 0.5919 0.9971 3.2606 0.719
H -0.2484 0.0013 -2.6077 0.647
H 2.5244 -0.4851 -1.0945 0.267
H -1.4385 -1.9293 -1.9526 0.511
H -0.1846 -1.6041 3.6789 0.641
H -0.0880 2.8830 -2.4899 0.585
```

## Properties
total charge = +1



Entry Q
# C11H12IN2O

2 unconnected molecules or ions with the total composition C11H12IN2O (ωB97M-V/def2-TZVPD, the OMol25 dataset).

Structure (XYZ):
```
27
Properties=species:S:1:pos:R:3:mulliken_charge:R:1
I -3.2964 -0.9624 0.1055 -0.106
O -0.9818 3.4629 -0.2949 -0.295
N 0.0440 -0.8433 0.7597 0.610
N 0.0211 0.4261 1.3172 -0.029
C 0.5367 -1.0062 2.8864 -0.930
C 1.5497 0.0887 -1.7132 -1.212
C -0.7307 2.7844 0.8059 -1.066
C -0.7076 2.6599 -1.3008 -0.938
C -0.1646 -2.4362 -1.0533 -1.451
C -0.3850 1.4590 0.5261 1.349
C 0.2415 0.2907 2.5898 -0.063
C 0.2759 -1.6833 1.7168 0.097
C 0.0052 0.0527 -1.5407 -0.147
C -0.2483 -1.0270 -0.5412 0.148
C -0.4077 1.3875 -0.9121 -0.091
H -0.4040 -2.7197 -2.1534 0.334
H -0.9374 3.4149 1.6428 0.430
H 1.8517 -0.7972 -2.2482 0.414
H -0.9370 3.1408 -2.1950 0.529
H 0.7242 -2.9841 -0.8500 0.448
H -1.0292 -2.8781 -0.5406 0.484
H 2.1476 0.0650 -0.7463 0.321
H 1.8209 1.0191 -2.3020 0.383
H 0.5914 -1.3523 3.9305 0.389
H -0.5159 -0.1816 -2.4457 0.709
H 0.3471 1.3450 3.1168 0.335
H 0.5885 -2.7254 1.4398 0.347
```

## Properties
total charge = +1



What are the relative energies? In eV: entry P 0.234; entry Q 0.000.



Entry P
# C8H16N2O3

C8H16N2O3 in the gas phase (ωB97M-V/def2-TZVPD, the OMol25 dataset).

Structure (XYZ):
```
29
Properties=species:S:1:pos:R:3:mulliken_charge:R:1
O 3.7812 -0.1431 -1.2720 -0.595
O 0.1313 2.5796 -0.9377 -0.620
O 1.6526 -0.6369 -1.1782 -0.402
N 1.3400 1.4683 0.5682 -0.235
N -2.4859 1.4351 -0.1365 -0.612
C 2.7612 -0.0607 -0.6601 0.187
C 0.1434 1.6506 -0.1648 0.034
C -1.2131 -0.6368 -0.2148 0.685
C 2.3215 0.4847 0.6742 0.413
C 1.8702 -0.5373 1.9002 -1.359
C -2.3320 -1.4500 0.5227 -1.498
C -1.0736 -0.8093 -1.7968 -1.046
C -1.2361 0.8059 0.1888 0.063
H -2.6419 -2.4454 0.2441 0.393
H -2.2628 -1.3844 1.6330 0.292
H 0.8274 -0.6272 1.9610 0.364
H -1.6205 -0.1702 -2.4708 0.282
H 2.2392 -1.4947 1.7803 0.423
H -3.2465 -0.8542 0.1053 0.360
H 1.9147 -1.1610 -1.8589 0.285
H 3.2215 1.0352 1.0183 0.403
H -0.0285 -0.9044 -2.0800 0.146
H -1.5324 -1.7932 -1.7964 0.403
H -2.5454 1.4234 -1.1853 0.299
H -1.1381 0.7768 1.2816 0.509
H 1.6684 2.4453 0.6135 0.290
H 2.2839 -0.1947 2.8463 0.319
H -2.4774 2.4270 0.1047 0.313
H -0.3224 -1.2284 0.3101 -0.095
```



Entry Q
# C8H16N2O3

C8H16N2O3 in the gas phase (ωB97M-V/def2-TZVPD, the OMol25 dataset).

Structure (XYZ):
```
29
Properties=species:S:1:pos:R:3:mulliken_charge:R:1
O 1.8399 2.2122 -0.8377 -0.320
O 3.1218 -0.6009 -0.5214 -0.717
O 0.3033 0.9987 1.7968 -0.434
N 1.0346 -1.0672 0.1834 0.057
N 1.3128 0.8966 -0.6923 0.095
C -0.4132 -0.7287 0.4931 2.217
C 1.8065 2.5182 -2.2183 -0.566
C 1.9768 -0.1752 -0.3812 0.173
C -0.3148 0.7747 0.6708 -0.033
C -1.3132 -1.1069 -0.7217 -1.593
C -0.9036 -1.3985 1.6642 -1.832
C -1.2474 1.8666 0.1469 -1.647
C 1.6222 -2.4465 0.1675 -1.104
H -1.0468 -2.1637 -1.1028 0.322
H -0.7042 2.7094 -0.1505 0.457
H 0.5648 1.9064 1.8483 0.441
H 0.8822 2.1751 -2.6827 0.271
H 1.7731 -2.7330 -0.8869 0.312
H -1.8555 2.2117 1.0115 0.329
H -1.0380 -0.3449 -1.4969 0.372
H -0.0624 -1.7912 2.1869 0.464
H 0.9164 -3.2506 0.6341 0.332
H -1.2816 -0.5511 2.2845 0.375
H 2.0649 3.5514 -2.3767 0.277
H -2.4180 -0.9759 -0.5773 0.364
H 2.6827 2.0050 -2.6613 0.235
H 2.5865 -2.3541 0.6203 0.373
H -1.7791 1.6230 -0.7002 0.442
H -1.7367 -2.1100 1.7035 0.339
```



What are the relative energies? In eV: entry P 0.000; entry Q 2.541.